Formula: C15H17N7O2RuS7
Source: the OMol25 dataset
Level of theory: ωB97M-V with the def2-TZVPD basis set

Cartesian coordinates (Å):
Ru: 1.277 0.076 -0.898
S: 3.230 -0.353 -2.014
C: 3.952 1.210 -2.117
C: 5.268 1.290 -2.676
N: 6.331 1.349 -3.112
C: 3.299 2.340 -1.713
S: 1.685 2.297 -1.094
C: 3.919 3.627 -1.805
N: 4.388 4.676 -1.873
N: 1.939 -0.061 1.176
C: 1.109 -1.207 1.643
C: 1.046 -1.586 3.114
C: -0.362 -1.372 3.703
C: -1.565 -1.646 2.770
N: -1.401 -2.742 1.837
C: -1.735 -2.683 0.510
N: -2.490 -1.799 -0.063
N: -1.208 -3.715 -0.237
C: 1.403 -2.383 0.703
O: 1.568 -3.525 1.138
O: 1.370 -2.048 -0.522
H: 2.934 -0.249 1.260
H: 1.728 0.792 1.688
H: 0.102 -0.930 1.344
H: 1.779 -1.047 3.719
H: 1.315 -2.643 3.161
H: -0.480 -0.327 4.005
H: -0.450 -1.965 4.617
H: -1.757 -0.748 2.180
H: -2.448 -1.796 3.400
H: -0.774 -3.490 2.084
H: -2.895 -1.142 0.596
H: -1.732 -1.943 -1.585
H: -0.223 -3.895 -0.050
H: -1.398 -3.592 -1.220
N: -1.090 -1.357 -2.219
C: -0.139 -0.699 -2.089
C: -0.790 4.084 -2.910
S: -1.136 2.317 -3.100
C: -2.285 2.096 -1.794
C: -2.088 1.571 -0.566
S: -0.753 0.892 0.314
S: -3.531 1.543 0.445
C: -4.654 2.277 -0.647
S: -6.227 2.576 -0.269
S: -3.920 2.633 -2.157
H: -0.100 4.348 -3.711
H: -0.311 4.274 -1.952
H: -1.699 4.675 -3.012

- multiplicity = 2
- charge = -1
- expectation value of S² = 0.76
- electronic energy (eV) = -108788.9773
- energy relative to the best compared isomer or geometry (same formula, charge and spin) (kcal/mol) = 46.3
- HOMO level (spin up / spin down) (Eh) = -0.185 / -0.195